C38H55BClN7O10S2W | ωB97M-V/def2-TZVPD

For the energy relative to the best compared isomer or geometry (same formula, charge and spin), the calculation gives 55.9 kcal/mol. The value obtained for the HOMO-LUMO gap is 6.67 eV. The calculation puts the LUMO energy at -2.36 eV. The maximum force comes out at 1.84 eV Å⁻¹. For the HOMO energy, the calculation gives -9.033 eV. The multiplicity is 1.

```
115
Properties=species:S:1:pos:R:3:forces:R:3:mulliken_charge:R:1
W 0.947 -0.867 -0.053 -0.3311 -0.4091 -1.0073 3.634
C 4.178 -0.007 -1.371 0.0901 0.0747 0.0484 -0.453
C 3.932 1.467 -1.070 -0.0086 -0.1359 -0.2326 0.415
C 4.372 2.305 -2.283 -0.0144 -0.0395 0.0538 -1.592
C 2.553 1.954 -0.649 0.0421 -0.0591 -0.0060 -0.044
C 2.367 3.281 -0.302 -0.0978 -0.0240 0.2138 -1.811
C 1.032 3.441 0.025 0.3016 0.1211 -0.1275 0.252
C 0.536 4.798 0.481 -0.2237 0.0336 -0.1124 0.356
C -0.820 4.900 1.169 0.0996 -0.0608 -0.0342 -1.261
C 0.653 5.812 -0.669 0.0372 -0.0827 0.1431 -1.386
N 0.432 2.249 -0.151 0.0029 -0.0665 0.2100 0.645
N 1.358 1.333 -0.541 0.1651 -0.6525 0.0597 0.645
B -1.073 1.846 -0.140 -0.0645 -0.0717 -0.0564 -0.502
N -1.428 0.986 1.085 0.0419 -0.0185 -0.1027 0.507
N -0.871 -0.242 1.300 0.4891 -0.4571 -0.1006 1.004
C -1.393 -0.726 2.443 0.1162 -0.0852 -0.3043 -0.762
C -2.344 0.173 2.913 -0.0014 0.0707 -0.0235 -0.788
C -2.349 1.233 2.031 -0.0159 -0.0044 0.2158 -0.093
C -3.269 2.417 2.091 -0.0899 -0.0112 0.0259 1.725
C -4.704 1.960 1.798 0.0937 0.0601 -0.0244 -1.664
C -3.187 3.091 3.464 0.0161 -0.0453 -0.0715 -1.782
C -0.994 -1.974 3.167 -0.0748 0.0400 0.2338 2.919
C -2.227 -2.743 3.640 0.0114 0.0103 -0.1163 -1.968
C -0.104 -1.595 4.360 -0.0208 -0.0408 -0.1014 -1.570
N -1.422 1.018 -1.370 -0.2078 0.0995 0.0355 0.310
N -1.094 -0.306 -1.417 0.6232 0.2065 0.4294 0.154
C -1.739 -0.828 -2.475 0.0981 -0.1746 -0.1212 -0.235
C -2.478 0.177 -3.091 -0.0099 0.0833 0.1074 -1.725
C -2.265 1.330 -2.365 -0.0262 -0.1176 -0.2976 0.262
C -2.859 2.668 -2.710 0.0486 0.0721 0.2073 -0.033
C -4.078 3.010 -1.847 -0.0003 -0.0373 -0.0839 -1.337
C -1.834 3.806 -2.733 -0.0157 -0.1201 -0.0630 -1.098
C -1.810 -2.261 -2.924 0.1751 -0.0984 0.2212 0.535
C -2.701 -3.042 -1.949 -0.0123 0.0056 -0.1198 -1.483
C -0.444 -2.891 -3.199 -0.0818 0.0729 -0.0710 -2.145
H 5.229 -0.124 -1.641 0.0184 0.0378 0.0274 0.685
H 3.999 -0.653 -0.515 0.0231 -0.0210 -0.0413 -0.246
H 3.584 -0.362 -2.209 0.0138 -0.0268 0.0627 -0.332
H 4.595 1.730 -0.239 -0.0307 0.1033 -0.0074 0.415
H 3.685 2.150 -3.117 0.0123 0.0089 -0.0117 0.283
H 4.397 3.370 -2.056 -0.0376 0.0176 -0.0374 0.377
H 5.373 2.000 -2.591 -0.0082 -0.0039 -0.0267 0.477
H 3.122 4.046 -0.248 0.0231 -0.0027 -0.0599 0.766
H 1.279 5.088 1.230 0.0311 -0.0372 0.0021 0.623
H -1.642 4.850 0.457 -0.0508 -0.0443 -0.0078 0.002
H -0.941 4.115 1.913 -0.0738 -0.0189 0.0145 -0.030
H -0.885 5.864 1.675 0.0112 -0.0110 0.0138 0.526
H 0.004 5.538 -1.497 -0.0768 -0.0057 -0.0568 0.158
H 0.370 6.805 -0.316 0.0029 0.0024 -0.0148 0.457
H 1.674 5.857 -1.048 -0.0062 0.0315 -0.0150 0.412
H -1.734 2.819 -0.134 0.0450 0.1213 0.0153 -0.980
H -2.960 0.063 3.788 0.0136 -0.0341 -0.0010 0.601
H -2.983 3.139 1.332 0.0553 0.0092 -0.0100 -0.849
H -5.036 1.242 2.549 -0.0168 -0.0074 -0.0050 0.352
H -5.381 2.816 1.815 -0.0224 -0.0131 -0.0112 0.433
H -4.769 1.483 0.819 -0.0297 -0.0060 0.0091 0.324
H -3.597 2.437 4.236 0.0106 0.0061 0.0198 0.375
H -2.156 3.320 3.733 -0.0173 0.0311 0.0127 0.341
H -3.764 4.017 3.464 -0.0098 -0.0020 0.0183 0.445
H -0.434 -2.608 2.502 0.0264 -0.0792 -0.0178 -1.494
H -2.776 -2.179 4.397 -0.0073 -0.0290 0.0140 0.409
H -2.888 -2.963 2.804 -0.0282 0.0097 0.0351 0.386
H -1.920 -3.695 4.073 0.0010 0.0116 0.0514 0.456
H -0.655 -0.955 5.053 0.0127 0.0119 0.0113 0.364
H 0.214 -2.492 4.893 0.0048 0.0039 -0.0099 0.420
H 0.790 -1.068 4.029 0.0044 0.0235 0.0495 0.160
H -3.110 0.070 -3.957 0.0058 -0.0339 -0.0027 0.579
H -3.221 2.533 -3.732 0.0186 -0.0316 -0.0121 0.747
H -3.804 3.109 -0.796 0.0094 0.0282 -0.0070 0.035
H -4.516 3.954 -2.177 0.0013 0.0055 0.0174 0.476
H -4.841 2.234 -1.929 -0.0033 0.0045 0.0302 0.340
H -1.760 4.264 -1.750 0.0502 0.0685 0.0764 -0.180
H -0.851 3.432 -3.019 0.0250 0.0582 -0.0331 0.171
H -2.142 4.576 -3.442 -0.0026 0.0281 0.0392 0.574
H -2.342 -2.228 -3.878 -0.0274 0.0319 -0.0017 0.654
H -2.321 -2.988 -0.933 -0.2299 0.0737 -0.0827 0.215
H -3.710 -2.626 -1.958 -0.0169 0.0230 0.0177 0.366
H -2.752 -4.092 -2.236 -0.0065 0.0308 0.0218 0.468
H 0.247 -2.715 -2.382 -0.0223 -0.0807 -0.1495 0.477
H -0.535 -3.968 -3.326 -0.0237 0.0666 -0.0899 0.501
H -0.007 -2.460 -4.101 0.0188 0.0152 0.0076 0.299
O 3.874 -2.664 1.257 -0.1602 -0.0775 0.0179 -0.759
S 2.702 -2.918 2.055 0.4242 -0.1959 -0.0855 1.771
O 2.870 -2.868 3.476 -0.1729 0.1025 -0.0144 -0.776
O 1.543 -2.001 1.667 -0.0965 0.6438 -0.3304 -0.298
C 2.166 -4.556 1.655 -0.1366 0.1756 -0.0265 0.576
C 3.101 -5.503 2.073 0.0163 0.0463 -0.0086 -1.219
C 2.875 -6.848 1.883 0.0333 -0.0166 0.0344 -0.698
C 1.688 -7.261 1.294 -0.0407 0.0309 -0.0259 -0.712
C 0.770 -6.327 0.866 -0.0227 0.0241 0.0333 -1.408
C 0.999 -4.953 1.019 -0.0091 0.0577 -0.0927 0.196
S -0.389 -4.080 0.246 -0.0639 -0.3570 -0.1059 1.688
O -1.503 -4.282 1.126 0.1200 0.0896 0.0298 -0.768
O -0.456 -4.687 -1.050 0.2306 -0.0391 0.2030 -0.790
O -0.185 -2.575 0.072 0.0007 0.6656 -0.0744 0.145
H 4.009 -5.146 2.541 0.0151 -0.0917 0.0268 0.550
H 3.615 -7.573 2.195 0.0060 0.0134 0.0222 0.414
H 1.484 -8.314 1.152 -0.0086 -0.0033 0.0018 0.423
H -0.149 -6.642 0.394 0.0300 -0.0749 -0.0406 0.553
C 3.667 0.202 2.115 0.4625 -0.1726 -0.9253 -1.983
C 2.375 0.112 1.343 -0.5413 0.1980 1.0421 1.006
O 1.393 0.610 1.853 -0.0738 -0.5323 -0.7757 -0.366
H 3.409 0.312 3.164 -0.1035 -0.0098 0.0068 0.530
H 4.198 1.092 1.774 -0.0569 0.0449 0.0208 0.373
H 4.304 -0.658 1.951 0.0475 0.0021 -0.0211 0.249
Cl 2.654 -1.476 -4.683 0.0376 0.0258 -0.0857 -0.169
C 1.634 -0.018 -4.639 0.0830 -0.1880 0.1264 -0.888
C 1.181 0.418 -3.238 -0.3297 0.5674 0.0252 0.032
O 0.733 1.548 -3.147 0.1049 -0.1346 -0.1164 -0.348
O 1.319 -0.490 -2.336 0.2065 -0.7811 1.1850 -0.074
H 0.745 -0.209 -5.235 -0.0257 -0.0026 0.0206 0.411
H 2.191 0.799 -5.087 -0.0077 0.0275 0.0108 0.454
O 3.304 -4.136 -1.703 -0.0305 -0.0096 -0.0976 -0.607
C 2.725 -3.203 -1.318 0.0479 0.1214 0.1747 0.433
N 2.152 -2.225 -0.924 -0.8315 1.3364 0.9621 0.392
```
Positions in Å, forces in eV/Å.


C4H5O4Yb | ωB97M-V/def2-TZVPD

Its expectation value of S² is 2.001. The value obtained for the HOMO-LUMO gap (alpha / beta) is 5.94 / 5.62 eV. The calculation puts the LUMO energy (alpha / beta) at -13.96 / -15.98 eV. The maximum force comes out at 3.80 eV Å⁻¹. For the HOMO energy (alpha / beta), the calculation gives -19.898 / -21.599 eV. As for the total charge: +3. The multiplicity is 3.

```
14
Properties=species:S:1:pos:R:3:forces:R:3:mulliken_charge:R:1
C 1.532 1.568 -2.239 0.0821 2.4805 -2.1973 0.383
O 1.900 2.405 -3.203 -0.8278 -1.5736 2.4351 -0.284
H 1.672 0.494 -2.378 -0.0070 0.1334 -0.3236 0.359
H 2.141 1.936 -4.010 0.4875 -0.1369 -0.5653 0.419
C 0.998 2.078 -1.043 0.0182 -1.6082 -1.5661 -1.002
C 0.162 1.094 -0.480 1.1566 -0.1186 3.0889 0.352
H 0.609 3.100 -1.067 0.5468 0.5228 0.7933 0.340
H 2.461 1.517 0.244 0.1915 -1.7182 2.6310 0.556
H -0.671 0.568 -0.946 -0.0591 -0.2451 0.0532 0.449
O 0.354 0.687 0.827 -3.0717 0.6865 -2.1276 -0.126
C 1.483 0.166 1.297 1.8145 -0.8955 -0.8545 0.601
O 2.590 0.762 1.086 -0.4650 2.0153 -2.2752 -0.396
O 1.384 -0.988 1.739 0.9628 -0.9380 1.3524 0.281
Yb 2.461 -2.949 2.714 -0.8294 1.3953 -0.4444 1.067
```
Positions in Å, forces in eV/Å.


C3H7NO2P | ωB97M-V/def2-TZVPD

For the energy relative to the best compared isomer or geometry (same formula, charge and spin), the calculation gives 46.0 kcal/mol. The value obtained for the HOMO-LUMO gap is 9.76 eV. The calculation puts the LUMO energy at -4.14 eV. The maximum force comes out at 3.31 eV Å⁻¹. For the HOMO energy, the calculation gives -13.898 eV. As for the total charge: +1. The multiplicity is 1.

```
14
Properties=species:S:1:pos:R:3:forces:R:3:mulliken_charge:R:1
C 1.314 0.092 -0.305 3.1876 -0.5094 -0.7112 -0.451
C 0.582 -1.265 -0.249 0.8707 -0.9304 0.3901 -0.316
C -0.812 0.426 0.637 -2.1678 -1.5333 0.3699 -0.290
N 0.289 1.147 -0.023 1.0435 2.7991 -0.1325 -0.158
O -3.505 -0.267 0.409 -1.4824 -0.7649 1.1044 -0.345
O -0.774 -0.857 -0.019 0.5592 -0.1318 0.0216 -0.247
P -2.535 0.323 -0.455 1.7754 1.1919 -0.5050 0.367
H 2.081 0.135 0.599 -1.3290 0.1214 -2.2932 0.293
H 1.802 0.247 -1.377 -0.7954 -0.0328 2.5873 0.320
H 0.703 -1.852 -1.207 -0.5257 0.7195 1.0927 0.305
H 0.972 -1.922 0.625 -0.8167 1.1342 -1.3865 0.274
H -0.825 0.236 1.741 0.5808 0.9235 -0.9014 0.405
H 0.855 1.943 0.534 -2.2066 -1.9982 -1.2954 0.414
H -0.147 1.615 -0.911 1.3063 -0.9889 1.6592 0.431
```
Positions in Å, forces in eV/Å.


H4N4O2 | ωB97M-V/def2-TZVPD

For the energy relative to the best compared isomer or geometry (same formula, charge and spin), the calculation gives 25.2 kcal/mol. The value obtained for the HOMO-LUMO gap (alpha / beta) is 9.04 / 9.05 eV. The calculation puts the LUMO energy (alpha / beta) at 0.38 / 0.38 eV. The maximum force comes out at 4.82 eV Å⁻¹. For the HOMO energy (alpha / beta), the calculation gives -8.664 / -8.666 eV. The multiplicity is 1.

```
10
Properties=species:S:1:pos:R:3:forces:R:3:mulliken_charge:R:1
N 1.146 0.841 0.473 -2.4246 1.4471 0.3684 -0.440
N -0.835 -0.028 1.256 4.2140 -2.2386 0.2599 -0.327
N 0.374 -0.264 0.618 -0.3506 -1.5923 -0.2729 0.007
N -0.041 -0.849 -1.180 -3.4567 0.5410 3.3188 0.754
O 0.840 -0.634 -1.901 2.1899 0.1393 -2.4441 -0.520
O -1.176 -1.275 -1.401 1.5614 0.2273 0.1287 -0.530
H 1.810 0.859 -0.262 1.1308 -1.4320 -0.6411 0.314
H 0.505 1.557 0.150 -0.0061 1.0742 0.3433 0.223
H -1.369 0.714 0.987 -1.8096 2.4807 -1.2626 0.225
H -1.255 -0.921 1.259 -1.0485 -0.6468 0.2017 0.293
```
Positions in Å, forces in eV/Å.